<P>
C5H14 | ωB97M-V/def2-TZVPD

E_HOMO = -11.021 eV
HOMO-LUMO gap = 12.111 eV

Positions of all 19 atoms, in Å:
C1 0.57924 2.51077 -0.99980
C2 -0.64184 1.72721 -0.50048
C3 -0.66926 1.43199 1.02253
H1 1.51807 2.11129 -0.61877
H2 0.67079 2.62633 -2.05775
H3 0.47281 3.53874 -0.60149
H4 -0.64204 0.76710 -1.05922
H5 -1.53433 2.47913 -0.62358
H6 -1.77901 1.15798 1.03128
H7 -0.83076 2.29347 1.65218
H8 -0.04346 0.76991 1.58426
C4 0.95181 -2.60986 -0.32637
C5 -0.19635 -2.88736 0.69198
H9 1.64984 -3.39296 -0.14408
H10 0.44521 -2.77656 -1.30970
H11 1.08426 -1.56753 -0.22486
H12 -0.64356 -1.99724 1.17395
H13 -1.03899 -3.44070 0.38378
H14 0.26601 -3.49439 1.44677

<Q>
C5H14 | ωB97M-V/def2-TZVPD

E_HOMO = -11.107 eV
HOMO-LUMO gap = 12.252 eV

Positions of all 19 atoms, in Å:
C1 1.84428 -0.75117 -0.94148
C2 1.42004 0.22156 -2.01955
C3 0.72177 1.54085 -1.55162
H1 2.57885 -0.46156 -0.19435
H2 0.92662 -1.11800 -0.47434
H3 2.34640 -1.61042 -1.39874
H4 0.83855 -0.32091 -2.76177
H5 2.30675 0.58051 -2.56048
H6 1.48357 2.29582 -1.37581
H7 0.29831 1.32173 -0.57283
H8 0.00687 1.84526 -2.30582
C4 -1.20076 -0.18713 1.69258
C5 -2.53655 -0.72193 2.26735
H9 -0.65921 0.27008 2.52476
H10 -0.49679 -0.97202 1.41845
H11 -1.35102 0.52897 0.89216
H12 -3.33682 0.01095 2.16822
H13 -2.41348 -0.78083 3.34795
H14 -2.77737 -1.69178 1.84532

<R>
C5H14 | ωB97M-V/def2-TZVPD

E_HOMO = -10.860 eV
HOMO-LUMO gap = 11.956 eV

Positions of all 19 atoms, in Å:
C1 -0.44412 -0.05590 -2.02837
C2 -1.84806 0.34328 -1.65996
C3 -2.03793 -0.16139 -0.20650
H1 0.10740 0.51170 -2.76552
H2 0.24764 0.26441 -1.13819
H3 -0.15512 -1.13795 -2.04985
H4 -2.58571 -0.18186 -2.32129
H5 -2.01102 1.42116 -1.72891
H6 -2.90326 -0.77312 0.00218
H7 -2.13129 0.61350 0.57935
H8 -1.20637 -0.75941 0.20163
C4 1.50826 0.40782 1.07440
C5 2.32951 -0.40592 2.15174
H9 1.95886 0.78378 0.11345
H10 0.64194 -0.22798 0.78514
H11 1.19462 1.24466 1.69610
H12 3.09354 -1.11646 1.87001
H13 1.52511 -1.02940 2.51438
H14 2.71601 0.25908 2.91020

On energetic grounds, <Q> is preferred over the next structure by 17.0 kcal/mol.

<P>
C5H14 | ωB97M-V/def2-TZVPD

E_HOMO = -10.963 eV
HOMO-LUMO gap = 12.047 eV

Positions of all 19 atoms, in Å:
C1 -0.99277 1.04291 2.36590
C2 -0.16970 0.64640 1.17085
C3 1.16381 -0.14162 1.54014
H1 -0.50334 1.73573 3.19264
H2 -1.98493 1.64859 1.98873
H3 -1.39222 0.27196 3.06382
H4 -0.78519 -0.01584 0.69941
H5 0.19903 1.48496 0.67592
H6 1.90691 0.59077 1.37459
H7 1.35749 -0.69794 2.53109
H8 1.28079 -0.88865 0.81801
C4 0.68895 -0.60408 -2.60344
C5 -0.73046 -0.94630 -2.29378
H9 1.40222 -0.53684 -1.66528
H10 1.22424 -1.18025 -3.41057
H11 0.73230 0.54542 -3.03886
H12 -1.33810 -0.95503 -3.23649
H13 -1.22392 -0.27446 -1.62244
H14 -0.83510 -1.72574 -1.55026

<Q>
C5H14 | ωB97M-V/def2-TZVPD

E_HOMO = -11.266 eV
HOMO-LUMO gap = 12.449 eV

Positions of all 19 atoms, in Å:
C1 1.76338 -0.27550 1.89557
C2 2.00713 -1.05942 0.60402
C3 1.35152 -0.30617 -0.56945
H1 0.69323 -0.19041 2.07074
H2 2.27435 -0.74152 2.74175
H3 2.19935 0.71312 1.77201
H4 1.50065 -2.01986 0.70960
H5 3.07849 -1.12310 0.41606
H6 0.28350 -0.47278 -0.45309
H7 1.70063 -0.65042 -1.53770
H8 1.51935 0.76482 -0.41822
C4 -2.64484 1.10442 -1.61452
C5 -2.24352 0.41476 -0.27949
H9 -1.74756 1.52750 -2.06286
H10 -3.08124 0.42120 -2.34454
H11 -3.28828 1.95536 -1.40560
H12 -2.23786 1.21940 0.46105
H13 -2.91768 -0.39856 -0.04932
H14 -1.22000 0.07306 -0.35588

<R>
C5H14 | ωB97M-V/def2-TZVPD

E_HOMO = -11.034 eV
HOMO-LUMO gap = 12.171 eV

Positions of all 19 atoms, in Å:
C1 -0.37674 1.63986 0.73791
C2 -1.52364 0.88002 1.49860
C3 -1.15185 -0.64932 1.71408
H1 -0.38303 2.80296 0.96832
H2 -0.50646 1.33330 -0.30241
H3 0.64345 1.24129 1.05212
H4 -1.87922 1.32791 2.43988
H5 -2.47264 0.85190 0.86346
H6 -0.68705 -1.03715 0.74702
H7 -0.28657 -0.63573 2.36876
H8 -2.04935 -1.28027 1.93154
C4 0.68701 -0.97439 -2.18917
C5 1.93015 -0.74826 -1.27202
H9 -0.28040 -0.90003 -1.65783
H10 0.70955 -0.20597 -2.86163
H11 0.92632 -1.85862 -2.64181
H12 2.73208 -0.52762 -1.89818
H13 2.08397 -1.58137 -0.66680
H14 1.88441 0.32147 -0.83185

<S>
C5H14 | ωB97M-V/def2-TZVPD

E_HOMO = -11.357 eV
HOMO-LUMO gap = 12.480 eV

Positions of all 19 atoms, in Å:
C1 -1.36948 -2.18985 2.08002
C2 -0.43400 -1.14388 1.49790
C3 0.47003 -1.70990 0.40061
H1 -0.87781 -2.75469 2.88947
H2 -1.72611 -2.90966 1.33260
H3 -2.26694 -1.76576 2.53441
H4 -1.01821 -0.32011 1.06727
H5 0.16591 -0.68484 2.28236
H6 1.16729 -0.93178 0.10068
H7 1.12878 -2.45222 0.84738
H8 -0.09029 -2.13765 -0.41897
C4 0.04874 2.89546 -1.80748
C5 1.18571 1.84662 -1.85744
H9 -0.55491 2.89599 -2.70771
H10 -0.64805 2.67455 -0.99977
H11 0.43790 3.88937 -1.57993
H12 1.20112 1.36342 -2.83585
H13 2.16049 2.30654 -1.76327
H14 1.01984 1.12839 -1.06229

On energetic grounds, <S> is preferred over the next structure by 3.4 kcal/mol.

<P>
C5H14 | ωB97M-V/def2-TZVPD

E_HOMO = -11.051 eV
HOMO-LUMO gap = 12.135 eV

Positions of all 19 atoms, in Å:
C1 2.70474 -1.12121 0.47238
C2 1.49214 -0.41400 1.14065
C3 0.13844 -1.23105 1.21757
H1 2.38703 -1.72094 -0.38679
H2 3.18473 -1.72731 1.22043
H3 3.52581 -0.49810 0.05431
H4 1.86614 -0.01738 1.98756
H5 1.18629 0.48579 0.59556
H6 -0.53255 -0.81755 2.05613
H7 -0.42676 -1.16973 0.33759
H8 0.41766 -2.29358 1.36310
C4 -2.36474 1.94033 -1.53478
C5 -1.65490 0.67709 -0.98369
H9 -1.72130 2.53300 -2.19501
H10 -3.06716 1.60102 -2.14056
H11 -2.58809 2.54800 -0.72721
H12 -2.42871 0.01521 -1.06903
H13 -1.42212 0.83361 0.08509
H14 -0.69666 0.37681 -1.49331

<Q>
C5H14 | ωB97M-V/def2-TZVPD

E_HOMO = -10.656 eV
HOMO-LUMO gap = 11.761 eV

Positions of all 19 atoms, in Å:
C1 1.34010 -1.30495 -0.45714
C2 1.13405 0.18231 -0.72105
C3 1.19999 0.39345 -2.29252
H1 0.74024 -1.89935 -1.08128
H2 1.23336 -1.66174 0.55730
H3 2.34372 -1.53054 -0.74304
H4 -0.00863 0.34583 -0.38060
H5 1.71867 0.95735 -0.33444
H6 2.06666 1.06179 -2.59818
H7 1.23147 -0.48830 -2.79030
H8 0.15516 0.67822 -2.51513
C4 -2.14802 0.47676 1.13591
C5 -1.06882 0.36733 2.20933
H9 -1.92753 1.08420 0.17178
H10 -2.52183 -0.50572 0.95269
H11 -3.01445 1.01770 1.52014
H12 -0.50085 1.31683 2.20576
H13 -0.59177 -0.59704 1.92616
H14 -1.38153 0.10587 3.23462

On energetic grounds, <P> is preferred over the next structure by 4.7 kcal/mol.

<P>
C5H14 | ωB97M-V/def2-TZVPD

E_HOMO = -11.197 eV
HOMO-LUMO gap = 12.378 eV

Positions of all 19 atoms, in Å:
C1 -0.00122 0.66291 0.81063
C2 1.52095 0.73530 0.54553
C3 2.36520 0.85347 1.80220
H1 -0.13563 0.75282 1.88615
H2 -0.49982 -0.23285 0.47378
H3 -0.42841 1.56437 0.35934
H4 1.83169 -0.15976 -0.00243
H5 1.75755 1.52344 -0.16935
H6 2.19175 1.81068 2.29224
H7 2.11750 0.07894 2.52749
H8 3.43297 0.85327 1.56798
C4 -1.51879 -1.72666 -1.30887
C5 -2.20131 -0.45433 -1.76243
H9 -1.72489 -2.63237 -1.86705
H10 -0.43493 -1.57164 -1.29242
H11 -1.64324 -1.99832 -0.26017
H12 -1.79851 0.38716 -1.21493
H13 -2.05086 -0.26096 -2.82652
H14 -3.28066 -0.50861 -1.64158

<Q>
C5H14 | ωB97M-V/def2-TZVPD

E_HOMO = -10.976 eV
HOMO-LUMO gap = 12.093 eV

Positions of all 19 atoms, in Å:
C1 -0.94460 1.97580 0.78006
C2 0.31341 1.76520 1.62550
C3 1.23563 0.81997 0.81294
H1 -1.22356 3.03980 0.74400
H2 -0.84449 1.76009 -0.28585
H3 -1.70034 1.24792 1.10633
H4 0.14446 1.47621 2.66609
H5 0.78724 2.74380 1.75850
H6 0.64611 -0.08402 0.82200
H7 2.31795 0.81195 1.05777
H8 1.42236 1.24771 -0.17414
C4 -0.87993 -2.00420 -1.77741
C5 0.42787 -2.12255 -0.96200
H9 -1.74993 -2.13000 -1.10745
H10 -1.12907 -1.04198 -2.21368
H11 -0.95886 -2.77904 -2.54046
H12 1.11676 -1.47785 -1.48022
H13 0.28659 -2.06165 0.11293
H14 0.73242 -3.18715 -0.94491

<R>
C5H14 | ωB97M-V/def2-TZVPD

E_HOMO = -11.036 eV
HOMO-LUMO gap = 12.146 eV

Positions of all 19 atoms, in Å:
C1 -0.85948 -0.09463 1.09961
C2 -0.93120 -1.58292 0.99482
C3 -2.32896 -2.21571 0.62380
H1 -1.84671 0.36882 1.04759
H2 -0.27819 0.25385 1.95151
H3 -0.34074 0.35064 0.23892
H4 -0.23185 -2.06326 0.31525
H5 -0.68551 -2.08612 1.94204
H6 -2.38949 -2.08771 -0.45841
H7 -2.33707 -3.22776 1.00253
H8 -3.15657 -1.62943 1.02055
C4 2.04271 2.30934 -0.70127
C5 1.96509 1.41612 -1.91359
H9 2.72132 3.16647 -0.73206
H10 1.08854 2.61763 -0.28298
H11 2.55551 1.75908 0.10410
H12 1.49810 1.87163 -2.79513
H13 1.36956 0.52995 -1.71379
H14 2.96438 1.14790 -2.25995

<S>
C5H14 | ωB97M-V/def2-TZVPD

E_HOMO = -10.978 eV
HOMO-LUMO gap = 12.103 eV

Positions of all 19 atoms, in Å:
C1 -2.63066 0.10680 -0.65034
C2 -1.98152 -1.26979 -0.79181
C3 -0.52538 -1.35119 -0.28725
H1 -3.62250 -0.01300 -0.20632
H2 -2.07888 0.89557 -0.14708
H3 -2.83024 0.52689 -1.64630
H4 -2.05458 -1.64868 -1.81698
H5 -2.53670 -2.03607 -0.23833
H6 -0.29589 -2.34216 0.08982
H7 -0.28660 -0.62169 0.47744
H8 0.08952 -1.18364 -1.17905
C4 1.72139 0.98482 0.68856
C5 3.18803 1.41070 0.94724
H9 1.20133 1.64160 -0.01818
H10 1.79665 -0.02718 0.31336
H11 1.13648 1.17302 1.58589
H12 3.65201 0.55307 1.46007
H13 3.25862 2.24988 1.63552
H14 3.87210 1.44559 0.09898

On energetic grounds, <P> is preferred over the next structure by 4.5 kcal/mol.

<P>
C5H14 | ωB97M-V/def2-TZVPD

E_HOMO = -10.536 eV
HOMO-LUMO gap = 11.653 eV

Positions of all 19 atoms, in Å:
C1 1.03989 1.37016 0.09573
C2 1.63164 -0.09554 0.25512
C3 3.17670 -0.35989 0.50977
H1 1.11743 1.52918 -0.97751
H2 0.09643 1.47065 0.57725
H3 1.67726 2.34703 0.24056
H4 1.39165 -0.50625 -0.87175
H5 1.07503 -0.82247 0.84659
H6 3.43671 -0.42485 1.58783
H7 3.94740 0.24670 -0.00332
H8 3.50756 -1.22082 0.14885
C4 -1.98695 -0.12204 -0.29771
C5 -3.46592 -0.77897 -0.16063
H9 -1.70288 0.47749 0.45077
H10 -1.32198 -0.89212 -0.54343
H11 -2.00430 0.39126 -1.22437
H12 -3.58764 -1.83186 -0.46195
H13 -4.00818 -0.64051 0.72838
H14 -4.01983 -0.13716 -0.90019

<Q>
C5H14 | ωB97M-V/def2-TZVPD

E_HOMO = -10.615 eV
HOMO-LUMO gap = 11.741 eV

Positions of all 19 atoms, in Å:
C1 -1.34347 -1.91952 0.51077
C2 0.11098 -1.81680 1.03974
C3 0.46305 -0.37974 1.23877
H1 -1.45363 -1.26590 -0.36573
H2 -1.75602 -2.93338 0.47430
H3 -2.01725 -1.33189 1.19054
H4 0.25890 -2.48930 1.91125
H5 0.76842 -2.32185 0.32279
H6 1.02656 -0.22921 2.17240
H7 1.20253 0.10875 0.59893
H8 -0.34490 0.36523 1.21791
C4 1.11350 1.44495 -1.19121
C5 -0.27387 2.03105 -1.40754
H9 1.42323 1.89845 -0.25536
H10 1.16459 0.36130 -1.19072
H11 1.77200 1.65830 -2.06134
H12 -1.00000 1.78622 -2.18076
H13 -0.09086 3.10318 -1.40723
H14 -1.02376 1.93014 -0.61750

On energetic grounds, <Q> is preferred over the next structure by 26.4 kcal/mol.

<P>
C5H14 | ωB97M-V/def2-TZVPD

E_HOMO = -11.424 eV
HOMO-LUMO gap = 12.569 eV

Positions of all 19 atoms, in Å:
C1 1.63717 -0.16518 0.68124
C2 0.37242 0.60190 1.11378
C3 0.47111 0.86639 2.62923
H1 1.54509 -1.17258 1.08155
H2 1.73037 -0.22848 -0.39837
H3 2.54856 0.38755 0.92286
H4 -0.52700 0.06293 0.80011
H5 0.26094 1.54759 0.57606
H6 -0.47475 1.23170 3.04869
H7 1.07866 1.75956 2.75994
H8 0.75780 -0.08191 3.07011
C4 -0.39928 -0.64039 -2.07945
C5 -1.95892 -0.54207 -1.97622
H9 -0.10265 -1.44470 -1.40289
H10 -0.09361 -0.99189 -3.06272
H11 0.03523 0.30631 -1.79251
H12 -2.19342 0.47327 -2.29540
H13 -2.23713 -0.79056 -0.96679
H14 -2.45059 -1.17943 -2.70922

<Q>
C5H14 | ωB97M-V/def2-TZVPD

E_HOMO = -11.154 eV
HOMO-LUMO gap = 12.313 eV

Positions of all 19 atoms, in Å:
C1 0.37100 1.32804 -0.82434
C2 1.41080 0.58621 -1.66437
C3 1.33410 -0.94639 -1.52259
H1 -0.62610 0.92693 -0.92760
H2 0.52710 2.37041 -1.04320
H3 0.69728 1.37676 0.22532
H4 1.23092 0.85252 -2.70612
H5 2.43139 0.92791 -1.48417
H6 1.58672 -1.44843 -2.44402
H7 2.02132 -1.27500 -0.73690
H8 0.36101 -1.22759 -1.17049
C4 -1.94871 0.10522 1.67527
C5 -0.88330 -0.96959 1.93858
H9 -2.76690 0.06524 2.39469
H10 -1.47054 1.08476 1.67496
H11 -2.40813 -0.07478 0.70037
H12 -0.00569 -0.81573 1.30871
H13 -1.34990 -1.91055 1.65278
H14 -0.51237 -0.95594 2.95315

On energetic grounds, <Q> is preferred over the next structure by 4.1 kcal/mol.